(1)
{"formula": "C14H23F3NOsP", "method": "ωB97M-V/def2-TZVPD", "species": ["C", "C", "C", "C", "C", "C", "C", "C", "N", "Os", "C", "P", "H", "H", "H", "H", "H", "H", "H", "H", "C", "C", "H", "C", "C", "H", "H", "H", "H", "H", "H", "H", "H", "H", "H", "H", "H", "H", "H", "F", "C", "F", "F"], "coordinates": [[1.0563, 3.2418, -3.8582], [-0.2826, 3.1226, -3.4942], [-0.7138, 2.0828, -2.6678], [0.2136, 1.1505, -2.1636], [1.5809, 1.3123, -2.4967], [1.9862, 2.3304, -3.3579], [-2.1700, 2.0176, -2.3261], [-2.6656, 0.6610, -1.8177], [-2.1286, -0.4903, -2.7068], [-0.3160, -0.4292, -0.9418], [2.6092, 0.3944, -1.9221], [1.8723, -0.8615, -0.6873], [-1.0236, 3.8368, -3.8569], [3.0444, 2.4016, -3.6129], [1.3781, 4.0433, -4.5209], [3.3879, 0.9612, -1.3884], [3.1149, -0.1804, -2.7142], [-2.4085, 2.7666, -1.5533], [-2.7679, 2.2997, -3.2082], [-2.4411, 0.4654, -0.7511], [2.8899, -0.4240, 0.7714], [2.6485, -2.3828, -1.3577], [-3.7547, 0.6125, -1.9062], [-3.3782, -1.1834, -3.2580], [-1.2326, -1.6367, -2.3248], [0.8974, -1.7476, 0.3038], [-3.0930, -1.8103, -4.1070], [-3.8190, -1.7843, -2.4564], [-4.0793, -0.4174, -3.5943], [-1.5418, -2.4314, -3.0408], [-0.1936, -1.6262, -2.7892], [-1.5685, -2.2385, -1.4306], [2.8907, -2.2443, -2.4175], [3.5564, -2.6085, -0.7855], [1.9384, -3.2093, -1.2492], [3.3442, 0.5617, 0.6314], [2.2390, -0.4010, 1.6512], [3.6635, -1.1893, 0.9016], [-1.7694, -0.0426, -3.5668], [-1.4987, 1.5273, 0.9493], [-0.3132, 0.8222, 0.7774], [0.6713, 1.8169, 0.7551], [-0.1214, 0.1543, 1.9837]], "forces_ev_per_a": [[0.6, 0.0, -0.1], [0.8, 1.4, -1.1], [0.2, -1.9, 1.6], [-0.3, 0.0, -0.5], [0.1, -1.5, 1.2], [0.1, 2.0, -1.4], [-0.3, -0.3, -0.1], [0.1, 0.2, 0.7], [-2.9, -0.6, -2.6], [2.6, 0.6, 4.9], [-0.5, 0.1, 0.2], [2.6, 0.0, -0.4], [0.3, -0.1, 0.0], [-0.3, 0.2, -0.1], [-0.1, -0.2, 0.2], [-0.1, 0.1, -0.4], [0.0, 0.3, 0.0], [0.1, -0.1, -0.1], [0.2, 0.1, 0.2], [-0.1, 0.2, -0.5], [-0.4, 0.1, 0.2], [-0.3, 0.0, -0.1], [0.3, 0.0, 0.1], [-0.5, 0.1, -0.3], [-1.2, -2.6, -3.5], [-1.2, 0.8, -1.0], [-0.1, 0.1, 0.2], [0.1, 0.2, -0.2], [0.0, -0.2, 0.0], [0.0, 0.1, 0.3], [-0.4, 0.4, 1.0], [0.5, 0.8, 0.4], [0.0, -0.2, 0.2], [-0.2, 0.0, -0.3], [0.3, 0.0, -0.1], [0.0, -0.3, 0.2], [0.3, 0.0, -0.1], [-0.2, 0.2, 0.0], [0.4, -0.2, 0.7], [0.7, -0.3, -0.2], [-0.2, 0.7, 2.1], [-0.8, -1.0, -0.1], [-0.1, 0.7, -1.3]], "mulliken_charge": [-0.915, -0.813, 0.432, 0.089, 0.981, -0.456, -0.827, -0.957, -0.186, 0.491, -1.771, 0.965, 0.551, 0.590, 0.436, 0.605, 0.587, 0.493, 0.526, 0.202, -1.348, -1.323, 0.653, -0.995, -0.991, 0.105, 0.434, 0.460, 0.408, 0.588, 0.247, 0.465, 0.422, 0.435, 0.389, 0.364, 0.367, 0.443, 0.408, -0.281, 0.219, -0.246, -0.246], "total_charge": 2, "e_homo_ev": [-12.8, -15.8], "e_tot_ha": -1332.7019, "max_force_ev_per_a": 5.53, "molar_mass_g_mol": 483.5, "spin_multiplicity": 5, "orbital_gap_ev": [5.975, 4.848]}

=====

(2)
{"formula": "C14H24B2F4N5O5S2Zn", "method": "ωB97M-V/def2-TZVPD", "species": ["Zn", "C", "C", "N", "O", "B", "F", "F", "O", "N", "C", "C", "C", "N", "O", "B", "F", "F", "O", "N", "C", "C", "C", "H", "H", "H", "H", "H", "H", "H", "H", "H", "H", "H", "H", "C", "C", "C", "O", "H", "H", "H", "H", "H", "H", "H", "S", "C", "N", "C", "C", "S", "H", "H", "H", "H", "H"], "coordinates": [[0.8385, 1.5657, -0.1588], [-0.1366, -2.5824, -1.4597], [-0.1380, -1.2453, -0.7990], [0.8308, -0.4215, -0.8785], [1.9019, -0.8373, -1.6139], [3.1210, 0.0058, -1.4174], [2.8107, 1.3293, -1.8858], [4.1332, -0.5711, -2.0990], [3.5031, 0.1543, 0.0088], [2.6769, 0.9649, 0.6864], [2.9542, 1.1877, 1.9128], [4.1685, 0.6661, 2.6025], [1.9104, 1.9629, 2.6387], [0.8518, 2.2380, 1.9726], [-0.1032, 2.8601, 2.7625], [-1.1475, 3.4746, 2.1238], [-1.1026, 3.7632, 0.8363], [-2.1784, 3.8240, 2.8541], [-1.9301, 0.9637, 1.3029], [-1.1663, 0.5970, 0.4694], [-1.3325, -0.8810, 0.0743], [-2.6319, -0.9464, -0.7140], [2.0820, 2.3347, 4.0715], [0.8802, -2.9349, -1.6060], [-0.6170, -2.5121, -2.4393], [-0.6985, -3.2985, -0.8651], [4.8413, 0.2242, 1.8754], [3.8961, -0.0958, 3.3359], [4.6852, 1.4687, 3.1289], [-3.4622, -0.5779, -0.1194], [-2.8402, -1.9602, -1.0451], [-2.5330, -0.3129, -1.5989], [2.9520, 1.8576, 4.5087], [1.1915, 2.0688, 4.6381], [2.1952, 3.4180, 4.1516], [-3.4449, -1.7033, 2.3499], [-2.1761, -2.4281, 1.9343], [-2.4470, -3.7322, 1.2112], [-1.1789, -1.6088, 1.2454], [-3.9084, -2.2703, 3.1580], [-4.1782, -1.6382, 1.5475], [-3.2280, -0.7055, 2.7233], [-1.6171, -2.6606, 2.8407], [-3.0458, -3.5971, 0.3104], [-3.0097, -4.3895, 1.8749], [-1.5157, -4.2388, 0.9591], [-0.1332, 2.9429, -1.7767], [-0.2060, 1.9095, -3.1327], [0.7766, 1.2353, -3.6704], [0.4270, 0.2885, -4.7254], [-0.8617, 0.8248, -5.3395], [-1.7033, 1.6926, -3.9760], [1.6811, 1.2159, -3.1965], [0.2971, -0.7022, -4.2821], [1.2304, 0.2369, -5.4569], [-1.5014, 0.0340, -5.7206], [-0.6632, 1.5422, -6.1332]], "forces_ev_per_a": [[0.0, 0.0, 0.0], [0.0, 0.0, 0.0], [0.1, -0.1, 0.0], [-0.1, 0.1, -0.1], [0.0, 0.0, 0.1], [0.0, 0.1, 0.0], [-0.1, -0.1, 0.0], [0.0, 0.0, 0.0], [0.0, 0.0, 0.1], [0.0, 0.0, 0.0], [0.0, -0.1, -0.1], [0.0, 0.0, 0.0], [-0.1, 0.0, 0.1], [0.1, 0.1, -0.1], [0.0, 0.0, 0.1], [-0.1, 0.0, -0.1], [0.0, 0.0, 0.0], [0.0, 0.0, 0.0], [0.1, 0.0, -0.3], [0.1, -0.1, 0.4], [-0.2, 0.1, 0.0], [0.0, 0.0, 0.0], [0.0, 0.0, 0.0], [0.0, 0.0, 0.0], [0.0, 0.0, 0.0], [0.0, 0.0, 0.0], [0.0, 0.0, 0.0], [0.0, 0.0, 0.0], [0.0, 0.0, 0.0], [0.0, 0.0, 0.0], [0.0, 0.0, 0.0], [0.0, 0.0, 0.0], [0.0, 0.0, 0.0], [0.0, 0.0, 0.0], [0.0, 0.0, 0.0], [0.0, 0.0, 0.0], [0.0, 0.0, 0.0], [0.0, 0.0, 0.0], [0.0, 0.0, -0.1], [0.0, 0.0, 0.0], [0.0, 0.0, 0.0], [0.0, 0.0, 0.0], [0.0, 0.0, 0.0], [0.0, 0.0, 0.0], [0.0, 0.0, 0.0], [0.0, 0.0, 0.0], [-0.1, 0.0, 0.0], [0.0, 0.1, 0.0], [0.0, -0.1, 0.1], [0.0, 0.0, 0.0], [0.0, 0.0, 0.0], [0.0, 0.0, 0.0], [0.0, 0.1, -0.1], [0.0, 0.0, 0.0], [0.0, 0.0, 0.0], [0.0, 0.0, 0.0], [0.0, 0.0, 0.0]], "mulliken_charge": [0.601, -1.484, -0.555, 0.534, -0.529, 1.233, -0.616, -0.312, -0.477, 0.020, 0.378, -1.727, 0.747, 0.113, -0.510, 0.686, -0.204, -0.194, -0.449, 0.595, 1.400, -1.550, -1.391, 0.499, 0.241, 0.234, 0.372, 0.384, 0.470, 0.433, 0.298, 0.370, 0.424, 0.342, 0.330, -1.368, 0.573, -1.385, -0.399, 0.483, 0.302, 0.304, 0.312, 0.244, 0.474, 0.344, -0.269, 0.390, -0.191, -0.530, -0.554, -0.061, 0.297, 0.104, 0.426, 0.421, 0.374], "total_charge": 1, "e_homo_ev": -12.3, "e_tot_ha": -4222.7480, "max_force_ev_per_a": 0.44, "molar_mass_g_mol": 569.5, "de_lowest_kj_mol": 0.00, "orbital_gap_ev": 8.186}

=====

(3)
{"formula": "C14H24BBr2FNOS", "method": "ωB97M-V/def2-TZVPD", "species": ["C", "C", "C", "N", "S", "B", "O", "C", "C", "C", "Br", "C", "C", "Br", "H", "H", "H", "H", "H", "H", "H", "H", "H", "H", "H", "H", "H", "H", "H", "H", "H", "H", "H", "F", "C", "C", "C", "C", "C", "C", "H", "H", "H", "H", "H"], "coordinates": [[-2.0447, -2.8546, 0.9658], [-2.2414, -2.2115, 2.3465], [-2.1447, -0.6975, 2.2863], [-0.8177, -0.2379, 1.8205], [0.2148, 0.2948, 2.9949], [1.8529, -0.6861, 2.8159], [2.8474, -0.3671, 3.6515], [1.9646, -1.8149, 1.7649], [2.3678, -1.2699, 0.3669], [0.5287, 2.1001, 2.6107], [2.3811, 2.4656, 2.2599], [-0.3736, 2.5215, 1.4534], [0.0865, 2.0377, 0.0837], [-0.4325, 4.4677, 1.5242], [-1.0024, -3.0984, 0.7624], [-2.5932, -3.7891, 0.9011], [-2.4141, -2.2000, 0.1781], [-1.4911, -2.5722, 3.0512], [-3.2300, -2.4755, 2.7132], [-2.9041, -0.2839, 1.6241], [-2.3356, -0.2720, 3.2706], [-0.3674, -0.8936, 1.1920], [2.5800, -0.0600, 4.5228], [2.7150, -2.5071, 2.1412], [1.0389, -2.3844, 1.6618], [1.4898, -0.9653, -0.1989], [3.0498, -0.4268, 0.4432], [2.8671, -2.0556, -0.1905], [0.2260, 2.6170, 3.5141], [-1.3878, 2.1986, 1.6553], [0.6474, 2.7849, -0.4628], [0.6920, 1.1412, 0.1900], [-0.7851, 1.7325, -0.4883], [-0.2622, -0.4675, -2.0849], [-0.1711, 0.1776, -3.2822], [-1.1578, 1.0769, -3.6257], [-1.0578, 1.7364, -4.8421], [0.0129, 1.4853, -5.6880], [0.9904, 0.5732, -5.3164], [0.9051, -0.0892, -4.1005], [-1.9888, 1.2524, -2.9551], [-1.8206, 2.4471, -5.1287], [0.0844, 1.9991, -6.6363], [1.8236, 0.3725, -5.9755], [1.6578, -0.8017, -3.7903]], "forces_ev_per_a": [[0.0, 0.0, 0.2], [0.1, 0.1, -0.5], [-0.2, -0.1, 0.2], [0.1, -0.2, 0.4], [-0.5, 0.2, 0.1], [0.7, -0.3, -0.2], [-0.5, -0.6, 0.3], [-0.1, 0.2, -0.3], [-0.1, -0.1, 0.3], [-0.2, -0.1, -0.3], [0.0, 0.1, 0.1], [0.4, 0.2, -0.1], [-0.4, -0.4, 0.1], [-0.2, 0.0, 0.0], [0.1, 0.1, -0.1], [0.0, -0.1, 0.0], [0.0, 0.0, -0.1], [-0.1, -0.2, 0.2], [0.0, 0.0, 0.2], [0.0, 0.0, -0.2], [0.1, 0.1, 0.1], [0.0, 0.2, -0.2], [0.3, 0.6, 0.1], [0.1, 0.0, 0.0], [0.0, -0.1, 0.1], [0.0, 0.1, -0.1], [0.1, 0.1, -0.1], [0.0, 0.0, -0.1], [0.2, 0.0, 0.2], [-0.1, 0.0, 0.1], [0.1, 0.1, 0.0], [0.2, 0.0, -0.1], [0.0, 0.2, -0.2], [0.0, 0.0, 0.1], [0.0, 0.1, -0.1], [-0.1, 0.0, 0.1], [0.0, 0.0, 0.0], [0.0, 0.0, 0.0], [0.0, 0.0, 0.0], [0.1, -0.1, 0.1], [0.0, 0.0, 0.0], [0.0, 0.0, 0.0], [0.0, 0.0, 0.0], [0.0, 0.0, 0.0], [0.0, 0.0, 0.0]], "mulliken_charge": [-1.059, -0.349, -1.012, 0.413, -0.036, 0.119, -0.372, -0.521, -0.555, -0.446, 0.023, -0.490, -0.615, 0.002, 0.280, 0.376, 0.269, 0.209, 0.383, 0.373, 0.561, -0.055, 0.328, 0.470, 0.264, -0.044, 0.299, 0.415, 0.701, 0.408, 0.634, -0.127, 0.165, -0.211, 0.495, -0.320, -0.442, -0.584, -0.376, -0.509, 0.390, 0.369, 0.389, 0.368, 0.418], "total_charge": 1, "e_homo_ev": -11.6, "e_tot_ha": -6348.5746, "max_force_ev_per_a": 0.82, "molar_mass_g_mol": 444.0, "orbital_gap_ev": 7.866}

=====

(4)
{"formula": "C14H24F18N5O14S6", "method": "ωB97M-V/def2-TZVPD", "species": ["C", "C", "C", "O", "C", "N", "H", "H", "H", "H", "H", "H", "H", "H", "H", "H", "H", "H", "C", "C", "C", "O", "C", "N", "H", "H", "H", "H", "H", "H", "H", "H", "H", "H", "H", "H", "C", "F", "F", "F", "S", "O", "O", "N", "S", "O", "O", "C", "F", "F", "F", "C", "F", "F", "F", "S", "O", "O", "N", "S", "O", "O", "C", "F", "F", "F", "C", "F", "F", "F", "S", "O", "O", "N", "S", "O", "O", "C", "F", "F", "F"], "coordinates": [[-0.9024, -13.1559, 14.4354], [-0.0991, -13.3570, 13.1301], [-0.6915, -12.7012, 11.9186], [0.3757, -12.7766, 10.9796], [0.1972, -13.6202, 9.8426], [1.2914, -12.7186, 13.3462], [1.8981, -13.3375, 13.9093], [1.7961, -12.7200, 12.4625], [1.3606, -11.7191, 13.5701], [-0.8700, -12.1019, 14.6909], [-0.4243, -13.6646, 15.2952], [-1.9454, -13.5134, 14.3896], [0.0658, -14.4256, 12.9607], [-0.9566, -11.6498, 12.0153], [-1.5877, -13.2502, 11.5752], [-0.2825, -13.0586, 8.9875], [-0.4795, -14.4569, 10.1166], [1.2070, -13.8813, 9.5671], [-5.0835, -12.6371, 14.8111], [-6.2488, -12.5513, 15.7568], [-7.3480, -11.5249, 15.4233], [-8.0424, -12.1177, 14.3108], [-8.8765, -11.1948, 13.7060], [-6.8961, -13.8870, 16.0098], [-6.2549, -14.6533, 15.8652], [-7.2891, -13.8910, 16.9651], [-7.7000, -13.9747, 15.3481], [-4.5328, -13.5512, 15.0647], [-4.4381, -11.7223, 14.8397], [-5.4194, -12.7099, 13.8351], [-5.8262, -12.2777, 16.7395], [-6.9520, -10.4973, 15.1512], [-8.0259, -11.5543, 16.2409], [-9.2051, -11.6072, 12.7611], [-8.2894, -10.2534, 13.4368], [-9.7809, -10.9593, 14.3691], [-8.3894, -14.6266, 20.2426], [-7.7615, -14.5680, 21.3702], [-8.0123, -15.7117, 19.5501], [-9.6750, -14.7661, 20.4115], [-7.9484, -13.1013, 19.3737], [-8.1957, -12.0756, 20.3737], [-6.6329, -13.3137, 18.8225], [-8.8289, -12.9672, 18.0883], [-10.3522, -12.4058, 17.8911], [-11.0162, -12.0978, 19.1310], [-10.3263, -11.5879, 16.7531], [-11.2209, -13.8628, 17.1222], [-12.3877, -13.5000, 16.6077], [-10.4924, -14.3325, 16.1138], [-11.3516, -14.7914, 18.0476], [-4.2454, -18.6442, 15.0102], [-4.8861, -19.2673, 16.0173], [-3.0294, -18.3918, 15.3178], [-4.3196, -19.4434, 13.8877], [-5.1156, -17.1012, 14.4321], [-6.0310, -17.5001, 13.4297], [-5.6825, -16.4559, 15.5917], [-3.9375, -16.2049, 13.9437], [-3.1419, -16.3125, 12.6107], [-1.9111, -15.5496, 12.7469], [-2.9669, -17.6201, 12.0977], [-4.2409, -15.5032, 11.3364], [-3.4034, -15.0052, 10.4337], [-5.0805, -16.3215, 10.7554], [-4.9797, -14.5062, 11.7551], [6.2701, -11.9777, 12.5611], [7.0862, -12.7163, 13.3814], [7.0237, -11.0172, 11.9699], [5.9001, -12.8813, 11.5439], [4.8625, -11.3582, 13.5717], [4.0769, -12.5214, 13.9992], [5.4878, -10.5008, 14.4990], [3.9477, -10.6791, 12.4410], [3.2441, -9.3149, 12.6097], [1.9964, -9.4708, 13.4262], [4.0174, -8.1163, 12.7168], [2.5531, -9.3015, 10.9188], [1.8964, -8.1482, 10.6717], [3.4804, -9.4493, 9.9541], [1.6534, -10.2548, 10.6768]], "forces_ev_per_a": [[0.4, -0.3, 0.2], [-0.3, 0.6, 2.0], [0.2, -0.6, -1.1], [-0.3, 0.1, -0.8], [-1.2, 0.8, -0.1], [0.4, -1.3, -0.6], [-0.4, 1.0, 0.4], [-0.2, -0.2, -0.7], [-0.3, 0.1, 0.8], [-0.3, 0.3, 0.0], [-0.2, 0.0, -0.5], [0.6, 0.1, -0.3], [0.1, 0.3, -0.2], [0.0, 0.1, 0.5], [0.4, 0.1, 0.3], [0.4, -0.5, 0.8], [0.7, 0.1, -0.3], [0.0, -0.6, -0.3], [0.8, 0.2, 1.2], [0.5, 1.3, 1.6], [0.8, -1.2, -1.2], [1.0, 0.1, 0.4], [-1.0, 1.7, -0.1], [-1.3, 1.1, -0.9], [0.4, -0.8, 0.0], [0.2, 0.0, -0.2], [0.7, -0.1, 0.4], [0.4, 0.4, -0.2], [-0.5, -0.8, 0.4], [-0.6, -0.4, -2.2], [-0.3, -0.1, -0.3], [-0.3, -1.2, 0.5], [-0.6, 0.8, 0.8], [-0.3, -0.2, -0.1], [-0.8, -0.8, 0.5], [1.2, -0.1, -0.9], [0.2, -0.6, -1.7], [0.7, -0.5, 1.8], [0.6, -0.1, -0.1], [-1.3, 0.4, 0.6], [-0.8, 2.6, 0.2], [0.6, -1.1, -0.9], [0.5, -0.3, 0.7], [-1.8, -0.2, -0.8], [1.0, -2.3, 2.2], [0.2, 0.1, -1.0], [-0.1, 2.3, -1.6], [0.9, 0.7, 0.5], [-0.4, 0.0, 0.4], [0.3, -0.4, -0.2], [-0.5, -0.8, 0.1], [-2.6, -0.8, -1.9], [0.5, 0.4, -0.5], [1.7, -0.1, 0.6], [0.6, 0.2, 1.5], [-0.2, 0.7, 0.7], [-0.6, -0.5, -0.8], [0.2, 0.0, 0.5], [0.3, 0.7, 0.3], [1.0, 0.2, 0.6], [-1.3, 0.3, -0.4], [-0.2, -1.2, -0.6], [0.5, 0.1, 0.0], [0.6, 0.2, -1.0], [0.0, -1.2, -0.3], [-0.4, 1.2, 1.2], [1.7, -2.3, -1.7], [-0.9, 1.1, -0.6], [-1.2, -0.9, 0.9], [0.1, 1.8, 1.7], [-2.9, -1.3, -1.6], [1.6, 0.8, 0.0], [0.4, 0.6, 0.9], [1.8, -0.8, 0.6], [-3.2, 0.2, 0.7], [2.2, 0.4, -1.0], [0.0, -0.3, 0.3], [-0.7, 0.5, -2.0], [0.5, 0.1, 0.5], [0.3, 0.3, 0.6], [-0.1, -0.6, 0.7]], "mulliken_charge": [-1.211, 0.253, -0.484, -0.294, -0.699, -0.174, 0.435, 0.466, 0.280, 0.443, 0.406, 0.006, 0.358, 0.365, 0.135, 0.228, 0.282, 0.281, -1.705, 0.722, -0.693, -0.266, -0.712, 0.438, 0.392, -0.264, 0.415, 0.360, 0.391, 0.418, 0.339, 0.543, 0.212, 0.247, 0.317, 0.166, 0.695, -0.215, -0.258, -0.224, 1.050, -0.670, -0.702, -0.547, 1.032, -0.640, -0.648, 0.676, -0.229, -0.228, -0.221, 0.589, -0.218, -0.194, -0.224, 1.077, -0.677, -0.929, -0.294, 0.851, -0.470, -0.694, 0.631, -0.235, -0.230, -0.213, 0.641, -0.229, -0.220, -0.245, 1.003, -0.654, -0.619, -0.242, 0.850, -0.693, -0.613, 0.687, -0.235, -0.250, -0.219], "total_charge": -1, "e_homo_ev": -8.4, "e_tot_ha": -6061.7247, "max_force_ev_per_a": 3.57, "molar_mass_g_mol": 1020.7, "orbital_gap_ev": 10.226}